The following is a quantum chemistry calculation of C24H33FeN7O3S2 as an isolated structure, from OMol25.

As for the HOMO-LUMO gap (spin up / spin down): 7.98 / 3.89 eV. As for the spin multiplicity: 6. For the HOMO energy (spin up / spin down), the calculation gives -15.449 / -15.448 eV. Its charge is +3. The energy comes out at -98031.712 eV. Its energy above the lowest of the compared OMol25 structures with the same formula, charge and spin is 34.4 kcal per mole.

Geometry (Å):
Fe1 -0.0424 -1.0961 -0.8792
N1 -2.1083 -0.9477 -5.2439
C1 -0.7265 -0.5089 -4.8494
C2 -0.5336 -0.8169 -3.3689
O1 0.5814 -0.5710 -2.8606
O2 -1.5082 -1.2900 -2.7332
H1 -2.1000 -1.7404 -5.8872
H2 -2.6526 -0.2023 -5.6800
H3 -2.5630 -1.2417 -4.3587
H4 -0.6232 0.5611 -5.0165
H5 0.0149 -1.0250 -5.4537
C3 1.1161 -5.7590 -1.9626
C4 0.1364 -5.4565 -1.0284
C5 -0.0948 -4.1313 -0.7151
N2 0.5822 -3.1179 -1.2788
C6 1.5234 -3.4201 -2.1889
C7 1.8233 -4.7200 -2.5504
H6 1.3253 -6.7869 -2.2278
H7 -0.4393 -6.2344 -0.5472
H8 -0.8466 -3.8587 0.0164
H9 2.0362 -2.5817 -2.6460
H10 2.5969 -4.9104 -3.2811
C8 3.1747 -0.2336 3.6599
N3 3.1706 -0.4134 2.2083
C9 3.7163 0.6286 1.3169
C10 3.6139 -0.0287 -0.0625
N4 2.6493 -1.1378 0.1763
C11 2.5998 -1.3591 1.5202
S1 1.8588 -2.7596 2.1979
H11 4.1793 0.0447 3.9712
H12 2.8918 -1.1565 4.1581
H13 2.4831 0.5660 3.9248
H14 4.7380 0.8660 1.6044
H15 3.1032 1.5266 1.4162
H16 4.5722 -0.4397 -0.3785
H17 3.2464 0.6416 -0.8335
H18 2.7320 -1.9705 -0.3945
S2 -1.9233 5.2989 0.0100
C12 -1.4146 3.6398 -0.3061
C13 -2.3704 2.6380 -0.4648
C14 -1.9559 1.3457 -0.7208
N5 -0.6690 0.9927 -0.8222
C15 0.2463 1.9650 -0.6868
C16 -0.0720 3.2809 -0.4422
C17 -0.8147 5.6670 1.3628
C18 -1.1349 5.2521 2.6468
C19 -0.2316 5.5315 3.6629
N6 0.9164 6.1757 3.4691
C20 1.1871 6.6050 2.2409
C21 0.3551 6.3787 1.1496
H19 -3.4243 2.8659 -0.3802
H20 -2.6841 0.5521 -0.8459
H21 1.2803 1.6681 -0.8183
H22 0.7097 4.0229 -0.3550
H23 -2.0643 4.7396 2.8549
H24 -0.4453 5.2289 4.6817
H25 2.1103 7.1592 2.1176
H26 0.6082 6.7640 0.1709
C22 -3.5574 -2.0337 2.9803
N7 -2.6880 -1.8281 1.8165
C23 -3.2570 -2.2001 0.5267
C24 -1.4872 -1.3211 1.9576
O3 -0.6621 -1.0772 1.0431
H27 -4.4221 -1.3755 2.9125
H28 -3.0109 -1.8202 3.8949
H29 -3.8963 -3.0681 2.9997
H30 -4.2459 -1.7531 0.4339
H31 -3.3654 -3.2836 0.4689
H32 -2.6303 -1.8504 -0.2902
H33 -1.2136 -1.0792 2.9870


The following is a quantum chemistry calculation of C24H33MnNOP2 as an isolated structure, from OMol25.

As for the HOMO-LUMO gap (spin up / spin down): 4.09 / 5.59 eV. As for the spin multiplicity: 5. For the HOMO energy (spin up / spin down), the calculation gives -8.758 / -10.971 eV. Its charge is +1. The energy comes out at -78846.530 eV.

Geometry (Å):
C1 4.3636 1.3068 -0.1410
C2 3.1201 1.5790 0.4177
C3 2.0932 2.0982 -0.4286
C4 2.0967 1.5496 -1.7562
C5 3.3428 1.2730 -2.3571
C6 4.4669 1.2103 -1.5483
C7 0.8625 1.4307 -2.3881
C8 -0.2177 2.1659 -1.9138
C9 -0.1234 2.6903 -0.5783
C10 -1.3618 2.7477 0.1342
C11 -2.5309 2.9959 -0.5790
C12 -2.5023 2.9008 -1.9854
C13 -1.3829 2.4582 -2.6523
H1 5.2234 1.1417 0.4996
H2 3.3290 1.1284 -3.4552
H3 5.4430 1.0902 -2.0085
H4 0.7398 0.7065 -3.2075
H5 -3.4301 3.2985 -0.0369
H6 -3.3760 3.2297 -2.5588
H7 -1.3089 2.2869 -3.7508
N1 1.0658 2.8242 0.0289
Mn1 -0.0646 -1.0447 0.1665
C14 2.6890 1.0855 1.7897
H8 1.9254 1.7863 2.1646
H9 3.5513 0.9837 2.4760
C15 -1.3539 2.2811 1.5747
H10 -0.3913 2.6246 2.0016
H11 -2.2105 2.7195 2.1368
P1 1.8076 -0.6005 1.5809
P2 -1.3679 0.3909 1.6038
C16 -3.1510 0.0529 1.2735
H12 -3.3425 -1.0128 1.4860
H13 -3.7911 0.6798 1.9164
H14 -3.3719 0.2511 0.2133
C17 -1.3363 0.2159 3.4403
H15 -2.2954 0.5670 3.8618
H16 -1.1815 -0.8470 3.6895
H17 -0.5158 0.8157 3.8556
C18 3.0969 -1.6525 0.8110
H18 4.0313 -1.6023 1.3892
H19 2.7116 -2.6894 0.7911
H20 3.2574 -1.3218 -0.2206
C19 1.8466 -1.1528 3.3316
H21 1.2617 -2.0814 3.4247
H22 2.8948 -1.3287 3.6237
H23 1.3892 -0.3866 3.9727
C20 -0.4052 -2.4022 1.2616
O1 -0.7117 -3.1964 2.0781
H24 0.3431 -0.2836 -0.9207
C21 -3.1615 -2.3808 -2.4035
C22 -1.9707 -2.5962 -1.4342
C23 -1.2696 -3.9493 -1.6523
C24 -0.9691 -1.4339 -1.4636
H25 -2.8029 -2.2007 -3.4330
H26 -3.8135 -1.5709 -2.0454
H27 -3.8116 -3.2635 -2.4248
H28 -2.3709 -2.5849 -0.4034
H29 -0.5568 -3.8749 -2.4792
H30 -0.7814 -4.2538 -0.7205
H31 -2.0215 -4.7007 -1.8995
H32 -0.2152 -1.5830 -2.2444
H33 -1.4835 -0.5711 -1.9046


The following is a quantum chemistry calculation of the molecule C24H33N3O4, from OMol25.

The structure (SMILES) is COc1ccc(-c2nc(CN3CCC(C(=O)NC4CCCC4)CC3)c(C)o2)cc1OC. As for the HOMO-LUMO gap: 8.31 eV. As for the spin multiplicity: 1. For the HOMO energy, the calculation gives -7.697 eV. Its charge is 0. The energy comes out at -38084.260 eV. Its energy above the lowest of the compared OMol25 structures with the same formula, charge and spin is 32.5 kcal per mole.

Geometry (Å):
C1 -5.5866 -2.2727 -0.0845
O1 -4.6235 -1.6558 -0.9007
C2 -3.3084 -1.8573 -0.6193
C3 -2.8263 -2.6187 0.4326
C4 -1.4633 -2.7449 0.6499
C5 -0.5664 -2.1135 -0.1991
C6 0.8572 -2.1698 0.0342
N1 1.7786 -1.7022 -0.7555
C7 2.9647 -1.8474 -0.0874
C8 4.2663 -1.3477 -0.6365
N2 4.4388 0.0910 -0.7432
C9 3.9790 0.7288 -1.9597
C10 2.4770 1.0050 -1.9736
C11 2.0724 1.8661 -0.7699
C12 0.5586 2.0720 -0.8392
O2 -0.0058 2.2596 -1.9021
N3 -0.1140 2.0398 0.3280
C13 -1.5455 2.2241 0.4256
C14 -2.2145 1.0659 1.1892
C15 -2.5094 1.6241 2.5794
C16 -2.9008 3.0691 2.2858
C17 -1.8941 3.5030 1.2196
C18 2.5831 1.2357 0.5274
C19 4.0777 0.8741 0.4147
C20 2.7036 -2.4413 1.1169
C21 3.5544 -2.8672 2.2555
O3 1.3590 -2.6522 1.1931
C22 -1.0399 -1.3519 -1.2740
C23 -2.3953 -1.2088 -1.4899
O4 -2.9523 -0.4755 -2.4808
C24 -2.0937 0.1878 -3.3870
H1 -5.5000 -3.3640 -0.1111
H2 -5.5168 -1.9291 0.9534
H3 -6.5511 -1.9791 -0.4959
H4 -3.5078 -3.1194 1.1015
H5 -1.1002 -3.3324 1.4787
H6 4.4113 -1.7662 -1.6350
H7 5.0692 -1.7224 0.0107
H8 4.5288 1.6741 -2.0464
H9 4.2521 0.0996 -2.8088
H10 2.1910 1.5154 -2.8930
H11 1.9456 0.0542 -1.9215
H12 2.5288 2.8589 -0.8854
H13 0.3787 1.8870 1.1917
H14 -1.9041 2.2807 -0.6042
H15 -1.5785 0.1820 1.2096
H16 -3.1464 0.7952 0.6938
H17 -3.2943 1.0708 3.0925
H18 -1.6112 1.5986 3.1995
H19 -3.9122 3.0976 1.8788
H20 -2.8674 3.7050 3.1695
H21 -0.9885 3.8869 1.6935
H22 -2.2883 4.2849 0.5740
H23 2.0071 0.3360 0.7433
H24 2.4765 1.9290 1.3671
H25 4.6541 1.8060 0.3596
H26 4.3910 0.3347 1.3124
H27 3.1875 -2.4314 3.1842
H28 4.5795 -2.5491 2.0907
H29 3.5319 -3.9518 2.3612
H30 -0.3191 -0.8661 -1.9083
H31 -1.4749 -0.5261 -3.9389
H32 -1.4497 0.9159 -2.8855
H33 -2.7533 0.7052 -4.0812


The following is a quantum chemistry calculation of a 6-piece molecular cluster, C24H33N3O9 overall, from OMol25.

The structure (SMILES) is C[C@H]1COC(=O)O1.C[C@H]1COC(=O)O1.C[C@H]1COC(=O)O1.c1cc[nH]c1.c1cc[nH]c1.c1cc[nH]c1. As for the HOMO-LUMO gap: 8.13 eV. As for the spin multiplicity: 1. For the HOMO energy, the calculation gives -8.167 eV. Its charge is 0. The energy comes out at -48321.093 eV. Its energy above the lowest of the compared OMol25 structures with the same formula, charge and spin is 0.0 kcal per mole.

Geometry (Å):
C1 5.0723 -11.8338 0.2452
C2 6.2840 -12.6992 0.4727
C3 7.4289 -12.4877 -0.5228
O1 8.5875 -12.6171 0.2774
C4 8.2557 -12.3850 1.5796
O2 9.0537 -12.2639 2.4519
O3 6.9217 -12.3228 1.7193
H1 5.3589 -10.7987 0.4275
H2 4.2680 -12.0802 0.9339
H3 4.7439 -11.9650 -0.7861
H4 6.0513 -13.7633 0.5473
H5 7.3912 -11.5177 -1.0230
H6 7.3974 -13.2600 -1.2912
C5 11.0724 -9.8334 4.7062
C6 12.1005 -10.9012 4.4008
C7 12.7463 -10.7797 3.0245
O4 13.9531 -10.0754 3.2528
C8 14.2195 -10.0692 4.5867
O5 15.1866 -9.5756 5.0703
O6 13.2379 -10.6934 5.2672
H7 10.7416 -9.9448 5.7389
H8 10.1877 -9.9994 4.0858
H9 11.4707 -8.8384 4.5183
H10 11.6875 -11.8948 4.5530
H11 12.0952 -10.3775 2.2459
H12 12.9435 -11.7777 2.6174
C9 15.9593 -10.2034 0.5972
C10 16.5496 -9.3510 -0.5172
C11 15.7458 -8.1191 -0.8888
O7 16.7319 -7.1205 -1.1369
C12 17.8936 -7.5010 -0.5612
O8 18.8629 -6.8253 -0.5049
O9 17.7829 -8.7479 -0.0553
H13 15.4060 -11.0619 0.2141
H14 15.2426 -9.6086 1.1637
H15 16.7119 -10.5625 1.2943
H16 16.8146 -9.9898 -1.3608
H17 15.0624 -7.7606 -0.1195
H18 15.1580 -8.3189 -1.7882
C13 11.3365 -16.1364 5.5470
C14 11.9986 -17.0117 4.6448
C15 11.1739 -17.1317 3.5463
N1 10.0094 -16.4683 3.8159
C16 10.1140 -15.8126 5.0157
H19 11.7094 -15.8094 6.5043
H20 13.0071 -17.3810 4.7177
H21 11.2270 -17.7692 2.6787
H22 9.2355 -16.4517 3.1774
H23 9.3416 -15.1891 5.4276
C17 18.0172 -17.5205 -0.4399
C18 16.8414 -17.9106 -1.1312
C19 15.7623 -17.5035 -0.3789
N2 16.2545 -16.8240 0.6999
C20 17.6193 -16.8408 0.6877
H24 19.0039 -17.6957 -0.8345
H25 16.7488 -18.4034 -2.0853
H26 14.7052 -17.5414 -0.5755
H27 15.6756 -16.3882 1.3959
H28 18.1640 -16.4354 1.5224
C21 13.2937 -13.4333 0.5280
C22 14.4308 -13.8455 1.2792
C23 13.9571 -14.4223 2.4253
N3 12.5847 -14.4043 2.3832
C24 12.1809 -13.7974 1.2303
H29 13.3266 -12.9594 -0.4394
H30 15.4565 -13.6814 0.9935
H31 14.4520 -14.9596 3.2190
H32 12.0849 -14.9869 3.0368
H33 11.1385 -13.6911 0.9797


The following is a quantum chemistry calculation of a 6-piece molecular cluster, C24H33NO14S overall, from OMol25.

The structure (SMILES) is O=[N+]([O-])c1ccccc1.O=S1(=O)OCCO1.O=C1CCCO1.O=C1CCCO1.O=C1CCCO1.O=C1CCCO1. As for the HOMO-LUMO gap: 9.04 eV. As for the spin multiplicity: 1. For the HOMO energy, the calculation gives -9.737 eV. Its charge is 0. The energy comes out at -66405.745 eV.

Geometry (Å):
O1 -21.9918 19.2152 27.2064
N1 -23.0636 18.6117 27.0253
O2 -24.1756 19.1046 26.9906
C1 -23.0030 17.2012 27.2273
C2 -23.8999 16.4002 26.4535
C3 -23.9728 15.0065 26.6469
C4 -23.1530 14.3144 27.4947
C5 -22.2762 15.0970 28.2254
C6 -22.1705 16.5381 28.0753
H1 -24.5866 16.8166 25.7314
H2 -24.5544 14.3977 25.9705
H3 -23.1772 13.2362 27.5537
H4 -21.6209 14.6345 28.9487
H5 -21.5203 17.0827 28.7439
O3 -16.9423 14.5308 36.0697
S1 -17.2186 15.2758 34.8275
O4 -18.3991 14.9496 33.9225
O5 -17.0626 16.9061 35.0629
C7 -15.7980 17.4128 34.7082
C8 -15.2800 16.6782 33.4972
O6 -15.8620 15.3263 33.7330
H6 -15.8364 18.4666 34.4324
H7 -15.2212 17.2758 35.6228
H8 -14.1930 16.6256 33.5592
H9 -15.5597 16.9795 32.4877
O7 -12.1288 22.7030 29.9344
C9 -13.0018 22.4486 29.2090
C10 -12.8899 21.8061 27.8732
C11 -14.2605 21.0711 27.7543
C12 -15.2302 21.8459 28.6801
O8 -14.3156 22.5319 29.5493
H10 -12.8963 22.5388 27.0663
H11 -12.0318 21.1483 27.7345
H12 -14.6576 21.1026 26.7396
H13 -14.2174 20.0390 28.1021
H14 -15.7175 22.6357 28.1084
H15 -15.8387 21.0751 29.1530
O9 -24.7802 21.6949 35.0968
C13 -23.7670 22.2461 34.7763
C14 -22.7300 21.7936 33.7189
C15 -21.6169 22.7391 33.9004
C16 -22.1951 23.8173 34.8079
O10 -23.4707 23.4189 35.3523
H16 -22.4614 20.7392 33.6549
H17 -23.1553 21.9223 32.7236
H18 -20.9122 22.1361 34.4731
H19 -21.2158 23.0741 32.9439
H20 -21.5551 24.0118 35.6685
H21 -22.3479 24.7291 34.2305
O11 -5.1443 14.5770 27.8715
C17 -5.9589 15.0927 27.1734
C18 -6.8737 16.1672 27.4953
C19 -7.2989 16.5396 26.0767
C20 -7.2993 15.2562 25.2902
O12 -6.3677 14.5150 26.0293
H22 -7.6447 15.5070 27.8925
H23 -6.3893 16.9702 28.0509
H24 -8.2653 17.0244 26.2153
H25 -6.7227 17.3819 25.6937
H26 -8.3135 14.8732 25.1773
H27 -6.9987 15.5703 24.2906
O13 -8.5023 27.2444 24.1583
C21 -7.5180 26.9496 24.8565
C22 -7.5597 26.2838 26.2036
C23 -6.1185 26.6655 26.6379
C24 -5.3640 26.6551 25.3591
O14 -6.3825 27.1053 24.4606
H28 -8.3452 26.7627 26.7882
H29 -7.7481 25.2111 26.1594
H30 -5.9909 27.6042 27.1771
H31 -5.7647 25.7676 27.1446
H32 -4.5293 27.3534 25.2979
H33 -5.0654 25.6598 25.0300


The following is a quantum chemistry calculation of C24H33O8RuS as an isolated structure, from OMol25.

As for the HOMO-LUMO gap (spin up / spin down): 3.34 / 6.63 eV. As for the spin multiplicity: 5. For the HOMO energy (spin up / spin down), the calculation gives -1.133 / -4.418 eV. Its charge is -1. The energy comes out at -55216.534 eV.

Geometry (Å):
C1 0.0893 -0.4455 -3.7942
C2 -0.5792 -1.5450 -2.9222
C3 -0.1193 0.9229 -3.0772
C4 -1.2407 0.7135 -2.0333
H1 -0.3441 1.6700 -3.8481
H2 0.8282 1.2088 -2.5799
C5 -1.1143 -0.7997 -1.7147
H3 0.2019 -2.2519 -2.6068
H4 -1.4023 -2.0448 -3.4556
C6 -0.0268 -0.7884 -0.6470
H5 -2.0204 -1.2056 -1.2401
H6 -2.2179 0.9967 -2.4603
C7 -0.9362 1.4069 -0.6844
C8 1.5813 -0.6564 -4.0404
C9 -0.2880 -0.4342 -5.2813
O1 -0.5643 0.5963 -5.8651
O2 2.3380 -1.3718 -3.4017
O3 1.9439 0.0806 -5.1128
O4 -0.2805 -1.6018 -5.9806
C10 0.2814 -2.8885 -5.5668
H7 -0.0441 -3.2022 -4.5575
H8 1.3850 -2.8768 -5.6448
H9 -0.1281 -3.5750 -6.3168
C11 3.3054 -0.0220 -5.5145
H10 3.9598 0.3294 -4.7139
H11 3.3612 0.6261 -6.3828
H12 3.5615 -1.0503 -5.7877
O5 -0.0028 0.5189 -0.0413
H13 0.9888 -0.9798 -1.0518
H14 -0.1705 -1.5622 0.1331
C12 -2.1875 1.5194 0.1864
C13 -0.2313 2.7610 -0.8298
H15 -0.6484 3.3446 -1.6704
H16 0.8580 2.6460 -0.9747
H17 -0.4036 3.3346 0.0888
H18 -1.9157 1.7545 1.2265
H19 -2.7884 0.5947 0.1993
H20 -2.8049 2.3462 -0.1937
Ru1 0.3785 -0.5894 3.5479
C14 -1.3850 -1.3115 4.6298
C15 -1.8854 -1.0505 3.3077
C16 -1.1718 -1.8765 2.3885
H21 -2.6531 -0.3350 3.0389
C17 -0.1321 -2.5600 3.1080
C18 -0.3013 -2.2716 4.5174
H22 0.2499 -2.7014 5.3442
H23 -1.7558 -0.8715 5.5470
H24 -1.3920 -1.9728 1.3286
H25 0.5763 -3.2665 2.6978
C19 2.0076 1.2279 3.4928
C20 2.3107 0.1444 4.3795
C21 2.3309 -1.0800 3.5996
H26 2.5167 0.2298 5.4447
C22 1.9898 -0.7260 2.2256
C23 1.8392 0.7051 2.1795
H27 1.5989 1.2859 1.2986
H28 1.9820 2.2747 3.7611
H29 2.6456 -2.0540 3.9631
H30 1.9669 -1.4173 1.3862
C24 -2.6130 2.6969 4.8700
S1 -0.9120 2.3969 4.4016
O6 -0.1919 3.6575 4.3616
O7 -0.3955 1.4157 5.3939
O8 -1.0100 1.7260 3.0658
H31 -2.6338 3.0412 5.9065
H32 -3.1590 1.7561 4.7698
H33 -3.0255 3.4566 4.2023


The following is a quantum chemistry calculation of a 2-piece molecular cluster, C24H33OSi overall, from OMol25.

As for the HOMO-LUMO gap: 4.69 eV. As for the spin multiplicity: 1. For the HOMO energy, the calculation gives -10.396 eV. Its charge is +1. The energy comes out at -35343.009 eV. Its energy above the lowest of the compared OMol25 structures with the same formula, charge and spin is 32.1 kcal per mole.

Geometry (Å):
C1 -0.8274 -4.8413 -0.4726
Si1 -1.8293 -3.4372 0.2040
C2 -2.4136 -2.1722 -1.0581
C3 -3.3679 -4.0363 1.0956
O1 -0.7262 -2.7126 1.2564
C4 -0.9674 -1.6134 2.0340
C5 -0.3507 -0.4375 1.7294
C6 -0.7246 0.8413 2.3878
C7 -0.3584 0.9323 3.8790
C8 -1.2279 0.0549 4.7925
C9 -1.1361 -1.4395 4.5130
C10 -1.8533 -1.8533 3.2264
H1 -1.4010 -5.3841 -1.2330
H2 0.1080 -4.5008 -0.9313
H3 -0.5521 -5.5569 0.3126
H4 -3.1910 -2.6468 -1.6804
H5 -2.8640 -1.2832 -0.5906
H6 -1.6146 -1.8246 -1.7323
H7 -4.0307 -4.4751 0.3318
H8 -3.1525 -4.8198 1.8385
H9 -3.9308 -3.2394 1.6030
H10 0.3351 -0.3881 0.8753
H11 -0.2241 1.6448 1.8346
H12 -1.8100 1.0283 2.2891
H13 0.6968 0.6500 3.9847
H14 -0.4481 1.9753 4.1985
H15 -0.9220 0.2546 5.8230
H16 -2.2745 0.3870 4.7258
H17 -0.0780 -1.7367 4.4479
H18 -1.5632 -2.0069 5.3526
H19 -2.7727 -1.2584 3.1110
H20 -2.1211 -2.9269 3.2593
C11 -2.1540 3.9387 -4.1909
C12 -1.0169 3.1813 -3.5983
C13 -1.2796 1.9048 -3.0715
C14 -0.3177 1.2247 -2.3622
C15 0.9933 1.7755 -2.1651
C16 1.8470 1.0573 -1.2861
C17 3.2505 1.2619 -1.1275
C18 4.0565 0.0905 -0.9788
C19 5.4370 0.1620 -0.9876
C20 6.0794 1.3979 -1.1487
C21 5.3142 2.5766 -1.2446
C22 3.9127 2.5213 -1.2001
C23 1.3067 2.9728 -2.9056
C24 0.2924 3.6822 -3.5386
H21 -1.8996 4.9812 -4.4024
H22 -2.5034 3.4808 -5.1236
H23 -3.0103 3.9361 -3.5068
H24 -2.2744 1.4820 -3.1924
H25 -0.5369 0.2404 -1.9346
H26 1.4270 0.1406 -0.8704
H27 3.5234 -0.8654 -0.9411
H28 6.0190 -0.7558 -0.8714
H29 7.1741 1.4483 -1.1930
H30 5.8050 3.5533 -1.3507
H31 3.3194 3.4439 -1.2561
H32 2.3344 3.3258 -2.9685
H33 0.4939 4.6641 -3.9907